Record 1
9
Properties=species:S:1:pos:R:3:forces:R:3:lowdin_charge:R:1 method="wB97M-V/def2-TZVPD" charge=0 gap_ev=9.0 smiles="O=C=CF.C#C" largest_force_ha_per_bohr=0.0640 relative_energy_ev=3.427
O 3.06477 1.21685 0.33916 0.50 0.77 0.40 0.196
C 2.44166 0.29736 0.03678 -0.57 -0.63 -0.77 -0.164
C 1.62849 -0.65668 -0.37034 0.05 -1.34 -3.00 -0.218
F 1.31732 -1.67454 0.43212 -0.35 -0.56 1.32 -0.008
H 1.41845 -1.00713 -1.46175 0.69 1.64 1.96 0.162
C -1.17683 -0.00991 1.08653 0.14 0.55 0.09 0.009
C -0.86150 0.72851 0.20188 -0.41 -0.44 0.04 -0.014
H -1.37575 -0.54171 1.96987 -0.20 -0.45 0.35 0.017
H -0.63864 1.26029 -0.67414 0.15 0.46 -0.38 0.021



Record 2
11
Properties=species:S:1:pos:R:3:forces:R:3:lowdin_charge:R:1 method="wB97M-V/def2-TZVPD" charge=0 gap_ev=9.1 smiles="O=C(O)c1snc(Cl)c1Cl" largest_force_ha_per_bohr=0.0323 relative_energy_ev=0.000
O -1.43533 0.71524 -2.13388 0.01 0.70 -0.03 0.092
C -0.84365 0.96513 -1.11158 -0.73 0.53 -0.40 -0.533
O -0.75551 2.21802 -0.55621 0.05 -1.46 -0.79 0.093
C -0.24795 -0.14144 -0.38660 0.98 -0.18 1.25 -0.429
S -0.54140 -1.79123 -0.86994 0.57 0.79 1.00 1.090
N 0.36123 -2.43835 0.37537 -0.12 1.07 -0.04 -0.295
C 0.86292 -1.47590 1.11005 0.37 -0.72 -0.17 -0.843
Cl 1.91604 -1.93071 2.44935 -0.72 0.47 -0.79 0.644
C 0.57842 -0.11351 0.71255 0.41 -0.53 0.83 -0.635
Cl 1.28880 1.21306 1.63297 -0.81 -0.87 -0.99 0.685
H -1.18359 2.77970 -1.22209 -0.02 0.18 0.15 0.131



Record 3
126
Properties=species:S:1:pos:R:3:forces:R:3:lowdin_charge:R:1 method="wB97M-V/def2-TZVPD" charge=+1 gap_ev="6.8 / 6.1" largest_force_ha_per_bohr=0.0140 multiplicity=2 s2=0.758
Hg 0.13091 1.39967 -1.37099 -0.10 -0.71 -0.05 0.703
O -0.11504 -1.74345 -0.04160 0.06 -0.05 -0.05 -0.667
S -0.01569 -1.27935 1.38698 -0.07 -0.19 -0.12 0.887
C -1.49204 -1.97978 2.12399 0.06 0.26 0.21 -0.304
C -1.58675 -3.34109 2.28590 0.03 -0.07 -0.02 -0.063
C -2.69339 -3.96294 2.89421 -0.04 -0.08 0.03 0.003
C -3.71445 -3.17221 3.33890 0.00 0.09 -0.05 -0.141
C -5.00894 -3.51416 4.03587 0.00 0.00 -0.01 -0.092
C -5.74764 -2.15898 4.19244 0.05 0.07 -0.03 -0.092
C -4.83822 -1.14669 3.53800 0.00 -0.02 -0.01 -0.147
C -4.99289 0.18884 3.30784 -0.08 0.02 0.05 0.002
C -3.96572 0.87132 2.62727 0.03 -0.09 0.07 -0.065
C -2.79573 0.27709 2.19684 0.21 -0.13 -0.11 -0.290
P -1.68032 1.28635 1.11916 -0.35 0.15 -0.10 1.000
C -2.95076 2.14774 0.10367 0.00 -0.08 0.02 -0.405
C -3.41670 3.44455 0.29712 0.01 -0.01 -0.03 -0.094
C -4.41391 3.95998 -0.52440 0.04 0.03 0.04 -0.074
C -4.95014 3.19048 -1.54563 -0.02 -0.04 -0.04 -0.081
C -4.48679 1.89637 -1.75079 0.09 -0.03 0.00 -0.075
C -3.49178 1.38269 -0.93349 0.01 0.12 0.00 -0.127
C -1.07421 2.60200 2.22659 0.09 -0.09 -0.04 -0.388
C -1.14842 2.52196 3.61426 -0.03 0.05 -0.06 -0.074
C -0.62516 3.54097 4.40201 0.04 0.01 0.02 -0.071
C -0.01538 4.63730 3.81180 0.00 0.00 -0.01 -0.085
C 0.08512 4.71281 2.42703 0.03 -0.02 -0.03 -0.079
C -0.42821 3.69452 1.63978 -0.03 0.02 0.12 -0.150
C -2.59305 -1.12270 2.45495 -0.01 0.10 0.11 -0.131
C -3.66105 -1.78244 3.09977 0.08 -0.04 -0.09 -0.083
C 1.30185 -2.31968 2.05496 -0.12 -0.06 0.04 -0.296
C 1.20074 -2.93639 3.27848 -0.01 0.02 -0.01 -0.070
C 2.05008 -3.99900 3.66268 0.03 -0.03 0.04 -0.001
C 2.95958 -4.46105 2.75385 0.03 0.04 -0.05 -0.141
C 3.93566 -5.61445 2.79589 0.01 0.06 0.02 -0.092
C 4.70034 -5.54308 1.44436 -0.02 0.04 -0.04 -0.092
C 4.16120 -4.30884 0.75723 0.03 0.01 0.02 -0.148
C 4.51190 -3.67781 -0.39917 0.04 -0.04 -0.02 -0.002
C 3.90249 -2.43492 -0.70232 -0.02 -0.02 0.05 -0.064
C 2.90334 -1.87574 0.06209 -0.21 0.00 0.08 -0.297
P 2.43704 -0.10237 -0.10617 0.35 0.01 -0.12 1.025
C 3.49946 0.45491 -1.49070 -0.14 0.00 -0.04 -0.393
C 4.67437 1.18549 -1.34566 -0.01 0.00 -0.03 -0.070
C 5.37141 1.61345 -2.47014 0.00 0.04 0.03 -0.070
C 4.89520 1.33353 -3.74180 0.00 -0.02 -0.01 -0.075
C 3.71699 0.61452 -3.89617 -0.01 -0.02 0.00 -0.068
C 3.02563 0.18042 -2.77729 0.12 0.03 0.03 -0.145
C 3.27653 0.57435 1.36754 -0.14 0.14 -0.05 -0.370
C 2.65046 1.63630 2.01755 0.06 -0.05 -0.05 -0.089
C 3.27569 2.28030 3.07777 -0.01 0.02 0.01 -0.067
C 4.53020 1.86086 3.49408 -0.02 -0.01 -0.02 -0.073
C 5.14588 0.78006 2.87133 0.01 -0.02 0.01 -0.070
C 4.52139 0.13329 1.81605 -0.02 0.01 0.06 -0.089
C 2.39915 -2.61550 1.18734 0.14 0.01 -0.13 -0.146
C 3.12997 -3.75662 1.54380 -0.09 0.07 0.08 -0.086
H -0.76870 -3.96533 1.94748 0.00 0.05 0.04 0.121
H -2.70347 -5.03916 3.01629 -0.01 0.02 -0.02 0.121
H -4.82275 -3.98655 5.00104 0.01 -0.01 -0.01 0.122
H -5.58874 -4.22264 3.44284 0.00 -0.01 0.01 0.123
H -5.90175 -1.90183 5.24124 -0.03 -0.03 0.00 0.123
H -6.72941 -2.16997 3.71845 0.00 -0.01 0.01 0.122
H -5.89122 0.71922 3.60036 0.05 0.01 0.02 0.121
H -4.11852 1.92180 2.41435 -0.01 0.02 -0.02 0.107
H -3.00870 4.05590 1.09326 -0.03 -0.01 0.00 0.103
H -4.77824 4.96531 -0.35288 0.01 -0.01 -0.02 0.107
H -5.72949 3.59074 -2.18152 0.02 0.02 0.02 0.107
H -4.89211 1.29091 -2.55205 -0.03 0.01 0.02 0.104
H -3.12635 0.37193 -1.08779 -0.04 0.02 -0.02 0.060
H -1.62704 1.66807 4.07675 -0.01 0.03 0.04 0.103
H -0.69810 3.48411 5.48082 0.00 -0.04 -0.02 0.108
H 0.38567 5.43378 4.42577 -0.02 -0.02 0.00 0.107
H 0.56889 5.56530 1.96565 -0.01 -0.03 0.00 0.106
H -0.33659 3.74391 0.55892 0.01 0.04 -0.02 0.074
H 0.41049 -2.63813 3.95682 -0.04 -0.08 -0.06 0.117
H 1.92271 -4.45784 4.63564 0.01 0.01 -0.03 0.119
H 3.41883 -6.56660 2.91910 -0.01 0.01 0.02 0.120
H 4.61345 -5.50695 3.64420 0.00 -0.03 -0.01 0.122
H 4.52047 -6.43121 0.83691 0.00 0.00 0.01 0.121
H 5.77854 -5.47099 1.58922 0.00 -0.02 0.01 0.120
H 5.29085 -4.06243 -1.04637 -0.01 0.02 0.00 0.118
H 4.28003 -1.88103 -1.55256 0.04 0.01 0.02 0.102
H 5.04591 1.43043 -0.35944 0.02 -0.01 -0.01 0.098
H 6.29147 2.17170 -2.34901 -0.03 0.01 0.01 0.107
H 5.43728 1.67663 -4.61368 0.00 0.00 0.02 0.107
H 3.33374 0.40399 -4.88668 0.00 -0.01 0.02 0.110
H 2.10978 -0.38893 -2.89537 -0.01 0.02 -0.04 0.050
H 1.66958 1.95866 1.68341 0.02 0.03 0.03 0.069
H 2.78330 3.10827 3.57340 0.00 -0.01 -0.03 0.099
H 5.03199 2.37545 4.30376 -0.02 -0.04 0.02 0.107
H 6.12012 0.44715 3.20694 -0.02 0.00 -0.01 0.107
H 5.00551 -0.70693 1.33067 0.00 0.02 0.00 0.113
C -0.17886 6.47536 -2.53057 -0.03 -0.11 0.00 -0.045
N 0.65957 5.32359 -2.83694 0.06 0.01 0.02 -0.145
C 2.05048 5.39508 -2.41023 -0.02 -0.04 -0.02 -0.032
C 0.17760 4.15888 -3.33150 -0.02 -0.02 0.10 -0.550
C -1.30036 4.06640 -3.63123 0.05 0.04 0.00 0.009
O 0.89682 3.16940 -3.48471 -0.08 -0.04 0.02 -0.090
H 0.46518 7.30865 -2.26248 0.03 0.00 0.00 0.089
H -0.84792 6.27699 -1.68893 -0.01 0.02 0.00 0.092
H -0.77442 6.78065 -3.38796 0.01 0.03 -0.02 0.085
H 2.56125 6.21920 -2.91064 -0.04 0.02 0.01 0.094
H 2.54123 4.46203 -2.66555 0.01 -0.01 0.00 0.077
H 2.11113 5.54729 -1.32907 -0.01 0.01 -0.01 0.090
H -1.77530 5.01536 -3.86561 -0.01 -0.04 0.01 0.069
H -1.79498 3.63709 -2.75267 -0.03 0.04 0.00 0.069
H -1.43343 3.37596 -4.46006 0.01 -0.03 0.01 0.087
C -1.67418 -1.76900 -5.66037 -0.03 0.12 0.03 -0.179
C -1.65381 -0.66926 -4.59894 0.12 -0.30 0.16 -0.424
Sb -0.88302 -1.21030 -2.63600 0.01 0.47 -0.12 1.399
C 0.56602 -2.71639 -3.18376 -0.08 0.19 0.17 -0.405
C 0.01219 -4.13666 -3.20319 0.01 0.07 -0.01 -0.169
C -2.48866 -2.37339 -1.77667 0.03 0.19 -0.11 -0.404
C -3.63237 -2.68458 -2.73546 0.04 -0.01 0.09 -0.170
H -1.94062 -1.35245 -6.63452 0.02 -0.04 0.00 0.072
H -2.40401 -2.54432 -5.42886 0.03 -0.01 0.00 0.051
H -0.69812 -2.24588 -5.76479 -0.03 0.00 -0.02 0.055
H -2.65040 -0.25396 -4.43320 0.03 0.05 -0.03 0.036
H -1.00382 0.15258 -4.90730 -0.06 0.03 0.00 0.037
H 1.38187 -2.62525 -2.46464 -0.01 -0.03 -0.02 0.025
H 0.94235 -2.41278 -4.16238 0.02 -0.02 0.01 0.046
H -0.24420 -4.46856 -2.19646 -0.01 0.00 -0.02 0.064
H 0.76087 -4.82704 -3.59696 -0.02 -0.01 0.01 0.076
H -0.87932 -4.22245 -3.82779 0.02 -0.01 0.00 0.060
H -2.83643 -1.80186 -0.91436 0.04 -0.08 0.04 0.027
H -2.01910 -3.27853 -1.39319 0.02 0.06 0.03 0.042
H -4.09263 -1.77483 -3.12588 0.00 -0.03 -0.03 0.061
H -4.41279 -3.25355 -2.22449 0.01 0.03 0.00 0.076
H -3.29546 -3.28309 -3.58165 -0.03 0.01 0.00 0.050



For reference, calculated total energy by record: -8956.8996; -45629.3040; -106824.8837 eV.